[1]
ORCA calculation (wB97M-V/def2-TZVPD) on 2 unconnected molecules or ions with the total composition C3H3NO at a distorted geometry.

The geometry in XYZ format:
```
8
Properties=species:S:1:pos:R:3:lowdin_charge:R:1
C 0.98187 1.16915 -0.32937 0.000
C 1.15948 0.05767 0.34086 -0.298
O 1.29635 -0.94278 0.93369 0.130
H 0.05395 1.28947 -0.87661 0.042
H 1.73803 1.94211 -0.31424 0.060
C -1.76096 -1.13240 0.10452 -0.070
N -2.03934 -0.24233 -0.57489 0.073
H -1.48208 -1.95081 0.73726 0.063
```

Results
Energy relative to the best compared isomer or geometry (same formula, charge and spin) (kJ/mol): 113.9
Structure (SMILES): C=C=O.C#N

=====

[2]
ORCA calculation (wB97M-V/def2-TZVPD) on a gas-phase ion, C6H12NO (charge -1) at a distorted geometry.

The geometry in XYZ format:
```
20
Properties=species:S:1:pos:R:3:lowdin_charge:R:1
C 2.12387 0.45802 1.41257 -0.294
O 2.37780 1.03922 0.11235 -0.147
C 1.10940 -0.65014 1.09276 -0.233
C -0.22812 0.11439 1.10592 -0.172
C -1.14608 -0.16598 0.03033 -0.494
C -2.50532 -0.01831 0.23526 -0.094
C -1.34986 -0.34736 -2.43878 -0.179
N -0.64788 -0.69641 -1.19093 -0.082
H 1.78529 1.24973 2.05795 0.081
H 3.16664 0.25632 1.82546 0.106
H 0.96445 -1.41328 1.79174 0.053
H 1.45053 -1.11356 0.14133 0.092
H -0.55173 0.74668 1.89065 0.039
H 1.56536 1.50228 -0.11893 0.058
H -3.17097 -0.00844 -0.58491 -0.039
H -2.95103 0.19021 1.16959 -0.017
H -0.70436 -0.21834 -3.33500 0.064
H -2.26128 -0.93871 -2.56629 0.057
H -1.74846 0.68492 -2.51982 0.061
H 0.47007 -0.65573 -1.30728 0.143
```

Results
Energy relative to the best compared isomer or geometry (same formula, charge and spin) (kJ/mol): 205.2
Net charge: -1

=====

[3]
ORCA calculation (wB97M-V/def2-TZVPD) on a molecular structure, C18H35BBrNO3Ta at a distorted geometry.

The geometry in XYZ format:
```
60
Properties=species:S:1:pos:R:3:lowdin_charge:R:1
C 4.08776 -3.63112 0.59247 -0.167
C 3.88083 -2.12630 -0.10579 -0.379
C 3.21229 -1.13526 1.01526 -0.841
Br 4.74279 -0.10349 1.84581 0.494
Ta 1.53404 0.25573 0.23586 1.630
C 2.55883 2.19270 1.12024 -0.458
C 1.36854 3.36620 1.08096 -0.340
C 1.82059 4.77601 1.78519 -0.294
N 2.03830 5.84607 0.71260 -0.087
C 0.21217 -1.55266 -0.51512 -0.382
O -0.77750 -1.76964 0.55069 -0.308
C -2.14071 -1.94289 0.03060 -0.106
C -2.37591 -3.08006 -1.16214 0.033
C -3.88028 -3.33834 -1.81495 -0.206
C -4.20527 -4.41441 -3.01830 -0.146
C -5.13207 -2.45556 -1.22874 -0.074
C -4.88200 -1.35093 -0.03034 -0.029
C -3.37684 -1.06286 0.63985 -0.054
C -3.31129 0.09178 1.79258 -0.372
C -3.32413 1.62127 1.11527 -0.110
C -2.13750 -0.08689 2.91906 -0.126
B 2.51323 0.55050 -1.84728 -0.633
O 3.99198 0.66891 -1.95106 -0.055
O 1.63728 0.60747 -3.05385 -0.185
C 1.24889 2.05279 -3.12332 -0.142
H 4.49493 -3.56762 1.69118 0.074
H 3.09126 -4.24603 0.53317 0.069
H 4.89923 -4.19706 -0.04556 0.064
H 3.25030 -2.27535 -1.08070 0.088
H 4.99126 -1.74180 -0.31471 0.087
H 2.79395 -1.83164 1.88385 0.046
H 0.71422 0.06326 1.92075 -0.099
H 0.13135 1.35968 -0.36221 -0.085
H 3.48970 2.48995 0.47613 0.034
H 2.80606 2.06420 2.28039 0.030
H 1.00562 3.47310 -0.03965 0.061
H 0.47498 2.91580 1.73136 0.082
H 0.89231 5.15313 2.42098 0.102
H 2.73266 4.65590 2.51894 0.107
H 1.92315 5.44900 -0.25280 0.046
H 1.22715 6.52690 0.80788 0.059
H -0.25380 -1.31820 -1.57612 0.080
H 0.95482 -2.48619 -0.56074 0.064
H -1.48702 -3.73814 -1.60501 0.102
H -3.48693 -5.34686 -3.00438 0.075
H -5.32838 -4.77845 -2.84776 0.075
H -4.21586 -3.91764 -4.09984 0.081
H -6.23884 -2.57280 -1.63865 0.077
H -5.80201 -0.73174 0.34730 0.076
H -4.34676 0.03087 2.38461 0.124
H -3.36761 2.35635 2.04659 0.081
H -4.37546 1.76518 0.56857 0.076
H -2.41862 1.81423 0.40035 0.069
H -2.49255 0.27845 3.99585 0.082
H -1.26789 0.67411 2.61912 0.042
H -1.70957 -1.17645 2.91711 0.081
H 4.23842 1.60440 -2.26989 0.109
H 0.08487 2.06968 -2.92617 0.101
H 1.80728 2.70734 -2.31198 0.081
H 1.48375 2.49543 -4.19353 0.099
```

Results
Net charge: -1

=====

Calculated LUMO level (eV), listed in the same order as above: 0.886 4.013 1.992